No. 1
C27H18Cl3N4O6Ru as an isolated structure in a non-equilibrium geometry. Source: OMol25; level of theory: ωB97M-V with the def2-TZVPD basis set.

Last column: Mulliken spin population.
Element x y z (Å)
Ru 1.50782 0.96288 0.15335  0.770
Cl 4.98842 6.85788 -1.59405  0.000
Cl -5.44998 -6.21832 -1.25215  0.000
Cl 6.43312 4.57928 -3.39385  0.000
O -0.12138 -0.22132 0.15335  0.039
O -2.87558 -1.30982 0.73445  -0.006
O 4.33722 0.04458 -2.56575  0.026
O 0.10692 1.98108 0.15335  0.028
O -0.98368 -0.69152 -1.91225  0.019
O 1.29532 4.84238 1.22405  0.026
N 2.05222 2.93168 0.11805  -0.038
N 1.65872 -1.06792 -0.44235  0.046
N 3.05102 1.35628 -1.12625  -0.055
N 0.03322 1.49588 1.58285  0.038
C 4.50032 5.19228 -1.53975  -0.001
C 5.12292 4.21018 -2.31545  -0.002
C 1.27332 3.62878 0.96765  0.021
C -1.76268 1.53998 3.18615  -0.001
C 3.45142 4.84408 -0.68835  0.000
C -3.74378 -3.14392 2.59565  -0.001
C -2.48588 -0.23102 -0.13495  0.024
C -4.19948 -3.85492 -1.62375  0.000
C 3.02222 3.51578 -0.60965  0.006
C -3.44528 -2.42842 0.19025  -0.002
C -4.53778 -4.54982 0.66375  0.000
C -0.92788 0.88678 2.29695  0.000
C 1.39582 -3.44172 -0.74895  0.005
C 3.64192 2.53838 -1.38175  -0.001
C -1.59608 2.90768 3.34935  0.024
C -0.60478 3.56328 2.61895  -0.007
C 3.43752 0.21518 -1.72875  -0.004
C 2.43302 -3.44722 -1.67035  0.001
C 3.08022 -2.24882 -1.97195  0.000
C 0.20522 2.84098 1.73615  0.016
C 1.05082 -2.23422 -0.16825  0.003
C 2.68022 -1.06262 -1.34735  0.014
C -3.57898 -2.68382 -1.17685  0.001
C -4.68028 -4.77902 -0.70265  0.000
C -1.05628 -0.42122 -0.67585  0.011
C 4.69332 2.88528 -2.23555  0.003
C -3.91648 -3.37652 1.12005  -0.001
H 5.17672 2.12638 -2.83705  0.002
H -2.22298 3.46828 4.03305  0.003
H -1.00418 -0.18032 2.12195  -0.004
H 0.25042 -2.15912 0.55895  -0.002
H -3.22228 -0.05162 -0.92655  0.001
H -4.90328 -5.28412 1.37565  0.000
H -2.68038 -3.06042 2.84335  0.000
H -0.45678 4.63198 2.73075  0.002
H 3.89362 -2.22972 -2.68925  0.001
H -4.15618 -3.97092 3.18325  0.000
H 0.86882 -4.34962 -0.48785  -0.002
H -4.26228 -2.22922 2.90035  0.000
H 2.74372 -4.36552 -2.15485  0.000
H -2.48548 0.67678 0.47995  -0.002
H 2.97062 5.60598 -0.08855  0.001
H -3.18798 -1.99792 -1.92365  0.001
H -2.51968 0.99498 3.73385  -0.004
H -4.28858 -4.03412 -2.69105  0.000

* total charge: -2
* spin multiplicity: 2

=====

No. 2
C3H4N2O in the gas phase in a non-equilibrium geometry. Source: OMol25; level of theory: ωB97M-V with the def2-TZVPD basis set.

Last column: Löwdin charge in e.
Element x y z (Å)
O 1.04484 0.54007 -0.73956  0.046
N 0.13338 0.56964 1.36185  0.120
N -0.45781 -0.68958 -2.21595  0.248
C -1.06514 -0.92855 -0.50110  0.045
C -0.03487 -0.25972 -1.13390  -0.548
C 1.06276 0.87015 0.57037  -0.277
H -0.93714 -1.94852 -0.15419  0.087
H 0.31139 0.89555 2.30366  0.062
H -2.02461 -0.46425 -0.30415  0.086
H 1.96719 1.41521 0.81298  0.131

* total charge: 0
* structure (SMILES): [H]/N=C/OC1=NC1

=====

No. 3
C20H24N2O2PdS3 as an isolated structure. Source: OMol25; level of theory: ωB97M-V with the def2-TZVPD basis set.

Last column: Löwdin charge in e.
Element x y z (Å)
Pd 1.51085 -0.99027 -0.93592  0.095
S 0.32944 -3.15779 -1.10502  0.390
S 2.98137 0.29478 -1.91868  0.705
S -2.57384 -3.62377 -1.08226  0.799
O 3.86950 0.01623 -3.11013  -0.566
O 1.25214 1.20857 0.64729  -0.134
N -1.44100 -1.83095 0.46517  -0.139
N -0.38903 -0.99736 0.83196  0.005
C 1.03592 0.00559 4.06670  -0.096
C 4.05845 1.15384 -0.73340  -0.408
C -4.46757 -1.56274 -1.25528  -0.281
C 0.75981 0.03876 2.69232  -0.100
C -4.06126 0.53018 -2.38472  -0.083
C -3.98888 -2.71009 -0.40708  -0.469
C -5.78605 -1.51153 -1.69463  -0.072
C 2.32296 1.93190 2.59862  -0.059
C -5.38265 0.57266 -2.81786  -0.125
C 4.86064 0.12222 0.03995  -0.164
C 2.03562 1.77905 -2.40141  -0.396
C 2.55197 1.84712 3.94603  -0.160
C -6.24579 -0.45427 -2.47168  -0.122
C -1.16743 -2.70646 -0.41923  -1.210
C 1.42172 1.05688 1.88615  -0.415
C -3.60330 -0.52554 -1.61446  -0.027
C 1.90202 0.87238 4.71179  -0.169
C 2.87042 2.89244 -3.01242  -0.163
C -0.18839 -0.93636 2.10770  -0.277
C -0.97000 -1.88554 2.99697  -0.048
H 3.38645 1.69887 -0.07098  0.053
H 2.81394 2.69063 1.99795  0.088
H 4.69703 1.83256 -1.30354  0.075
H 3.60888 2.47024 -3.69847  0.058
H 5.54746 -0.41159 -0.62065  0.061
H 0.55358 -0.74142 4.68197  0.071
H -3.37591 1.32595 -2.64991  0.101
H -2.57471 -0.55591 -1.27643  0.104
H -6.46306 -2.31684 -1.42737  0.097
H 1.50449 2.06416 -1.49196  0.060
H -2.03469 -1.65057 2.92234  0.071
H -5.73276 1.40010 -3.42420  0.085
H 2.23708 3.58653 -3.57129  0.057
H 3.39835 3.46536 -2.24819  0.057
H -7.27691 -0.43769 -2.80699  0.085
H -3.66615 -2.34680 0.57036  0.065
H 1.31075 1.39014 -3.11722  0.073
H -4.79939 -3.42945 -0.27255  0.056
H -0.85295 -2.90284 2.62117  0.076
H -0.68174 -1.86462 4.04212  0.037
H 3.24136 2.54173 4.42092  0.078
H 2.06982 0.78971 5.77935  0.065
H 5.43376 0.57976 0.84999  0.060
H 4.15768 -0.60795 0.46711  0.057

* total charge: -2

=====

No. 4
C18H24CrN10O2S2 as an isolated structure. Source: OMol25; level of theory: ωB97M-V with the def2-TZVPD basis set.

Last column: Mulliken spin population.
Element x y z (Å)
Cr 0.58078 -0.22595 0.35442  3.225
S 0.17071 0.44242 2.64530  -0.056
S 4.46393 -1.91904 -0.69999  0.001
O -2.12108 -0.84626 -1.60465  0.008
O -0.44572 -2.81910 2.14881  0.005
N 0.19609 1.48056 -2.46942  0.008
N 3.09645 -1.60708 1.56236  0.007
N -1.90137 2.28535 -1.95971  0.007
N 1.36772 -0.28921 -1.49611  -0.056
N 1.95128 1.14227 0.94161  -0.069
N 2.10752 0.69354 -3.46438  0.010
N 5.36796 -1.49799 1.73839  -0.001
N 1.87688 -1.82533 0.89181  -0.053
N -0.93149 -1.57909 0.24150  -0.042
N -0.61602 1.27623 -0.29471  -0.054
C -2.68580 -2.73653 1.27139  -0.006
C 3.53031 2.91030 1.06637  -0.003
C 2.96786 3.32795 2.27556  0.012
C -2.16400 2.46160 -3.38406  -0.001
C 4.29311 -1.65931 0.94941  0.001
C 1.43173 1.50802 2.13212  0.014
C -5.33469 -3.04491 0.64732  0.001
C -1.23953 -2.40132 1.31456  -0.006
C -4.82261 -3.59410 1.81544  0.001
C -0.80439 1.64908 -1.52218  -0.011
C -3.19855 -2.16749 0.11411  -0.003
C 1.23378 0.58004 -2.43637  0.011
C -4.52537 -2.31918 -0.22513  0.000
C 1.91333 2.62449 2.81912  -0.003
C 2.98737 1.81738 0.43152  0.018
C -2.98603 2.53858 -1.01943  0.001
C -2.07357 -1.43878 -0.54374  0.000
C -3.47616 -3.45071 2.14433  0.000
H 1.90655 1.23775 -4.28392  0.000
H 2.18768 -0.88220 -1.61492  0.012
H 1.23966 -2.38128 1.50293  -0.002
H -3.06065 -3.87606 3.04817  0.000
H 1.45219 2.90598 3.75481  0.000
H -3.45639 1.60057 -0.71359  -0.001
H -3.22398 2.64569 -3.52171  0.000
H 3.36212 4.19892 2.78266  0.001
H -1.42902 1.43152 0.28399  0.018
H -1.62284 3.31890 -3.79658  0.001
H -4.92233 -1.89350 -1.13766  0.000
H 4.37323 3.42377 0.62775  0.000
H 3.38900 1.44286 -0.50340  0.001
H -1.91965 1.56109 -3.94888  0.000
H 2.10262 -2.39141 0.07001  0.003
H 2.87897 0.05170 -3.52099  0.000
H -3.72546 3.17081 -1.49835  0.000
H -5.47487 -4.14561 2.47942  0.000
H 3.02115 -1.51490 2.56266  0.001
H -6.38058 -3.18377 0.40729  0.000
H 0.13423 2.06203 -3.28573  -0.001
H 5.30542 -1.53093 2.74295  0.000
H -2.61669 3.06908 -0.14023  0.000
H 6.26920 -1.63743 1.31775  0.000

* total charge: +1
* spin multiplicity: 4

=====

No. 5
C4H8O2 in the gas phase. Source: OMol25; level of theory: ωB97M-V with the def2-TZVPD basis set.

Last column: Löwdin charge in e.
Element x y z (Å)
O 0.68605 0.69994 1.22039  -0.129
O -1.80839 -0.10904 -0.75568  -0.028
C -0.41615 -0.19906 1.27464  -0.143
C -0.67682 -0.71118 -0.15280  -0.358
C 1.06386 0.90559 -0.13024  -0.207
C 0.63551 -0.36304 -0.86254  -0.109
H 2.14242 1.08978 -0.15786  0.122
H 1.37350 -1.15727 -0.70617  0.122
H 0.56182 1.79581 -0.55205  0.119
H -1.68013 0.84890 -0.74986  0.093
H -1.31345 0.30821 1.65272  0.127
H -0.16348 -1.00884 1.96842  0.124
H -0.88599 -1.78298 -0.17055  0.146
H 0.48769 -0.22399 -1.93646  0.122

* total charge: 0
* structure (SMILES): O[C@H]1CCOC1

=====

Relative energy (zero: lowest compared OMol25 entry of this formula, charge and spin) per entry: 637.4 350.7 0.0 0.0 118.4 kJ/mol
Total energy per entry: -3185.416223 -301.353654 -2358.940728 -3239.218815 -307.667316 Ha